Molecular formula: C12H14FNO4Si
Method: DFT, ωB97M-V/def2-TZVPD

Output
Relative energy (zero: lowest compared OMol25 entry of this formula, charge and spin)   19.7 kcal/mol
SMILES   O=C1CN2CCO[Si](c3cccc(F)c3)(OCC2)O1
Kohn-Sham gap   0.348 Eh

Structure (ORCA input):
```
! RIJCOSX wB97M-V def2-TZVPD def2/J DEFGRID3
* xyz 0 1
O -3.14926 1.57340 0.45725
F -0.09356 -4.15493 3.34781
O -1.24421 0.40897 0.83704
O 1.38015 0.25994 0.27791
O -0.50272 -0.08833 -1.72336
C -1.96250 1.59608 0.51480
C 0.07065 -4.33350 -0.28114
C 0.06410 -4.64043 1.09573
C -0.01602 -3.01039 -0.59561
C -0.29965 -2.45887 1.76826
C -0.09601 -3.74741 2.07069
C -0.08621 -2.02098 0.50365
N -0.01126 2.65392 -0.52331
C -1.24398 2.86888 0.34010
C 1.48241 1.43788 0.97068
C 0.24308 0.95731 -2.33859
C 1.34025 2.61684 0.05411
C -0.24331 2.35879 -2.01121
Si -0.07307 -0.27615 -0.13804
H 0.13420 -5.13189 -0.96821
H 0.31362 -5.65776 1.33980
H -0.23782 -2.67418 -1.53051
H -0.33722 -1.78164 2.57373
H -0.87747 3.35348 1.23135
H -1.90493 3.61107 -0.13608
H 2.47710 1.52022 1.43015
H 0.77751 1.54713 1.77885
H 0.20260 0.81714 -3.42587
H 1.30830 0.85578 -2.06615
H 2.08513 2.38494 -0.74291
H 1.49107 3.56728 0.53282
H -1.33386 2.40753 -2.18229
H 0.34287 3.17989 -2.46143
*
```

Here are the natural (NBO) charges for atoms 1 to 5, given in e: atom 1 (O): -0.523, atom 2 (F): -0.319, atom 3 (O): -0.900, atom 4 (O): -0.891, atom 5 (O): -0.878